No. 1
Formula: C32H57N4OOsP2S
Source: the OMol25 dataset
Level of theory: ωB97M-V/def2-TZVPD

Last column: Mulliken spin population.
Positions of all 98 atoms, in Å:
C  2.402  -1.379  -1.027  0.04
C  1.528  0.567  -2.055  0.01
C  3.401  -1.461  -2.008  0.12
C  2.397  0.383  -3.180  0.23
C  3.361  -0.591  -3.096  -0.01
H  4.161  -2.238  -1.900  0.00
H  2.283  1.064  -4.006  -0.01
H  4.077  -0.688  -3.905  0.00
N  1.517  -0.373  -1.015  0.05
P  0.538  -2.478  0.727  0.06
P  0.077  2.128  -0.258  0.09
C  2.274  -2.435  0.062  0.03
H  2.589  -3.413  -0.331  -0.01
H  2.953  -2.189  0.893  0.01
C  -1.448  -0.352  1.659  0.06
O  -2.351  -0.519  2.445  0.15
C  0.892  1.833  -1.829  0.51
H  0.442  2.385  -2.827  -0.07
C  -1.582  3.142  -0.343  0.01
C  1.517  3.331  -0.017  0.06
C  -0.373  -3.616  -0.523  -0.01
C  0.724  -3.432  2.356  0.00
C  -2.758  2.302  0.190  0.01
H  -2.681  2.111  1.268  -0.01
H  -3.689  2.865  0.018  0.00
H  -2.848  1.342  -0.327  -0.02
C  -1.518  4.417  0.504  0.01
H  -1.284  4.205  1.554  0.00
H  -0.806  5.149  0.113  0.00
H  -2.510  4.892  0.480  0.00
C  -1.881  3.479  -1.796  0.02
H  -2.812  4.073  -1.831  0.00
H  -1.103  4.086  -2.276  0.00
H  -2.041  2.557  -2.372  -0.01
C  1.457  3.914  1.388  0.03
H  0.972  3.234  2.104  0.00
H  2.483  4.072  1.747  0.00
H  0.945  4.883  1.419  0.00
C  2.840  2.566  -0.180  0.05
H  2.900  1.738  0.528  0.01
H  2.998  2.191  -1.195  -0.04
H  3.652  3.264  0.033  0.00
C  1.455  4.416  -1.117  0.03
H  1.056  4.079  -2.085  -0.02
H  0.893  5.307  -0.809  0.00
H  2.488  4.738  -1.329  0.00
C  -0.684  -3.753  2.886  0.00
H  -0.579  -4.211  3.881  0.00
H  -1.288  -2.839  2.997  0.00
H  -1.232  -4.460  2.252  0.00
C  1.439  -2.559  3.398  0.03
H  2.425  -2.222  3.056  0.00
H  0.847  -1.681  3.680  -0.01
H  1.585  -3.157  4.312  0.00
C  1.578  -4.708  2.218  0.01
H  2.480  -4.547  1.611  0.00
H  1.915  -5.001  3.225  0.00
H  1.025  -5.564  1.819  0.00
C  0.065  -3.256  -1.946  0.01
H  1.106  -3.538  -2.143  0.00
H  -0.568  -3.809  -2.655  0.00
H  -0.053  -2.187  -2.147  -0.01
C  -1.882  -3.359  -0.378  0.01
H  -2.156  -2.369  -0.755  -0.01
H  -2.434  -4.107  -0.974  0.00
H  -2.233  -3.432  0.665  0.00
C  -0.112  -5.113  -0.326  0.00
H  0.958  -5.365  -0.364  0.00
H  -0.561  -5.515  0.594  0.00
H  -0.594  -5.646  -1.165  0.00
Os  -0.003  -0.142  0.564  1.78
N  -1.410  -0.466  -1.133  -0.03
C  -1.669  -0.046  -2.208  0.10
C  -2.023  0.114  -3.687  0.01
C  -1.332  1.222  -4.533  0.00
C  -1.557  -1.227  -4.197  0.01
C  -3.488  0.365  -3.439  0.02
H  -1.510  2.248  -4.187  0.00
H  -0.246  1.069  -4.652  0.00
H  -1.802  1.120  -5.520  0.00
H  -1.916  -2.009  -3.520  0.00
H  -1.987  -1.356  -5.171  0.00
H  -0.456  -1.273  -4.260  0.00
H  -3.876  1.004  -4.204  0.00
H  -3.941  -0.616  -3.455  0.00
H  -3.684  0.822  -2.443  0.00
S  1.458  0.472  2.138  0.49
C  0.603  0.965  3.580  0.10
N  0.939  0.568  4.824  0.05
C  0.128  1.173  5.848  0.00
C  -0.880  1.983  5.048  0.00
N  -0.450  1.795  3.682  0.02
H  1.793  0.011  4.997  0.00
H  0.744  1.802  6.500  0.00
H  -0.356  0.404  6.459  0.00
H  -0.868  3.046  5.312  0.00
H  -1.900  1.605  5.181  0.00
H  -0.945  2.190  2.882  0.00

## Properties
<S²>: 6.052
Net charge: +3
Multiplicity: 5

No. 2
Formula: C32H57N4OP2W
Source: the OMol25 dataset
Level of theory: ωB97M-V/def2-TZVPD

Last column: Mulliken spin population.
Positions of all 97 atoms, in Å:
C  -2.185  1.201  -2.141  0.05
C  -2.321  -1.098  -1.593  0.07
C  -3.222  1.064  -3.053  0.15
C  -3.509  -1.205  -2.360  0.23
C  -3.955  -0.124  -3.094  -0.01
H  -3.477  1.924  -3.663  0.00
H  -3.999  -2.176  -2.417  0.00
H  -4.858  -0.192  -3.708  0.00
N  -1.833  0.174  -1.339  0.11
P  -0.646  2.637  -0.296  -0.02
P  -0.133  -2.388  -0.225  0.04
C  -1.413  2.497  -1.988  -0.02
H  -0.636  2.553  -2.767  0.02
H  -2.077  3.352  -2.188  0.00
C  -1.595  -2.228  -1.182  0.41
H  -2.086  -3.176  -1.457  -0.08
C  0.677  -3.636  -1.579  0.00
C  -0.354  -3.492  1.387  0.05
C  1.038  3.532  -0.454  -0.01
C  -1.997  3.583  0.573  0.03
C  2.178  -3.386  -1.461  0.01
H  2.586  -3.697  -0.488  0.00
H  2.719  -3.938  -2.249  0.00
H  2.388  -2.319  -1.580  0.00
C  0.385  -5.128  -1.387  0.00
H  0.746  -5.541  -0.440  0.00
H  -0.684  -5.349  -1.502  0.00
H  0.906  -5.673  -2.194  0.00
C  0.139  -3.297  -2.974  0.04
H  0.728  -3.830  -3.735  0.00
H  -0.907  -3.599  -3.093  0.00
H  0.185  -2.219  -3.186  -0.03
C  1.022  -4.065  1.776  0.00
H  1.756  -3.260  1.926  0.00
H  0.917  -4.601  2.732  0.00
H  1.444  -4.771  1.054  0.00
C  -0.822  -2.641  2.567  0.02
H  -0.151  -1.804  2.771  0.00
H  -1.837  -2.260  2.439  0.01
H  -0.825  -3.282  3.464  0.00
C  -1.428  -4.559  1.184  0.00
H  -1.188  -5.300  0.421  0.00
H  -1.549  -5.097  2.136  0.00
H  -2.388  -4.095  0.931  0.00
C  -1.662  3.657  2.073  0.01
H  -2.397  4.320  2.562  0.00
H  -1.733  2.670  2.555  0.00
H  -0.661  4.068  2.268  0.00
C  -3.346  2.858  0.402  0.00
H  -3.650  2.795  -0.649  0.00
H  -3.336  1.851  0.827  0.01
H  -4.114  3.437  0.940  0.00
C  -2.157  5.004  -0.015  0.00
H  -3.142  5.395  0.289  0.00
H  -1.399  5.699  0.364  0.00
H  -2.128  5.017  -1.112  0.00
C  1.488  3.440  -1.913  0.00
H  0.867  4.034  -2.596  0.00
H  2.520  3.814  -1.998  0.00
H  1.480  2.392  -2.228  0.00
C  2.059  2.772  0.406  0.02
H  2.198  1.739  0.057  0.00
H  3.027  3.286  0.315  0.00
H  1.781  2.746  1.467  0.00
C  1.005  5.005  -0.033  0.00
H  0.379  5.609  -0.701  0.00
H  0.686  5.145  1.008  0.00
H  2.030  5.397  -0.114  0.00
W  -0.285  0.277  0.221  0.49
C  -1.866  0.085  1.389  0.07
O  -2.754  -0.052  2.170  0.04
N  0.913  0.103  -1.494  -0.02
C  1.186  -0.554  -2.458  0.07
C  2.334  -0.402  -3.536  0.00
C  2.200  -1.418  -4.653  0.00
C  2.244  0.979  -4.170  0.00
C  3.677  -0.570  -2.827  0.00
H  2.292  -2.446  -4.295  0.00
H  1.247  -1.287  -5.176  0.00
H  3.000  -1.262  -5.387  0.00
H  2.646  1.753  -3.507  0.00
H  2.854  1.038  -5.082  0.00
H  1.209  1.212  -4.454  0.00
H  4.508  -0.350  -3.507  0.00
H  3.762  0.120  -1.976  0.00
H  3.825  -1.594  -2.471  0.00
C  -0.179  0.991  4.949  0.02
N  0.914  0.207  4.323  -0.01
C  1.906  -0.410  5.221  0.03
C  1.094  0.222  3.039  0.27
N  0.735  0.321  1.896  -0.07
H  -0.140  0.796  6.025  0.00
H  -1.158  0.681  4.557  0.00
H  -0.036  2.067  4.764  0.00
H  1.927  -1.501  5.091  0.00
H  2.908  -0.014  5.011  0.00
H  1.615  -0.167  6.246  0.00

## Properties
<S²>: 2.058
Net charge: +3
Multiplicity: 3

No. 3
Formula: C32H57N8O8S2SiTl
Source: the OMol25 dataset
Level of theory: ωB97M-V/def2-TZVPD

Last column: Mulliken charge in e.
Positions of all 109 atoms, in Å:
Tl  -0.258  -0.540  0.020  0.81
C  3.859  -1.119  3.852  -1.64
C  3.231  -0.959  2.463  2.16
C  3.056  -2.327  1.795  -1.53
C  4.137  -0.067  1.606  -1.93
O  1.946  -0.405  2.545  0.42
Si  1.432  0.934  3.357  -0.53
S  -0.382  1.491  2.590  -0.64
O  1.425  0.599  4.990  -0.61
C  0.382  0.041  5.741  2.00
C  -0.234  -1.155  5.013  -1.36
C  -0.690  1.106  5.985  -1.69
C  1.002  -0.419  7.069  -2.05
O  2.748  1.926  3.286  0.99
C  2.919  3.276  3.598  1.53
C  4.061  3.362  4.625  -1.77
C  1.652  3.895  4.180  -1.58
C  3.321  4.008  2.310  -1.79
H  4.844  -1.578  3.772  0.51
H  3.222  -1.740  4.478  0.23
H  3.946  -0.140  4.312  0.13
H  4.019  -2.770  1.549  0.41
H  2.465  -2.206  0.889  0.10
H  2.513  -2.995  2.460  0.32
H  5.125  -0.512  1.505  0.55
H  4.217  0.906  2.077  0.11
H  3.688  0.069  0.625  0.36
H  -0.734  -0.776  4.128  0.03
H  -0.944  -1.679  5.652  0.62
H  0.562  -1.828  4.701  0.23
H  -1.024  1.475  5.016  0.13
H  -0.259  1.934  6.544  0.40
H  -1.538  0.699  6.530  0.51
H  1.735  -1.201  6.880  0.37
H  0.236  -0.797  7.744  0.39
H  1.513  0.417  7.541  0.43
H  3.760  2.847  5.534  0.28
H  4.302  4.397  4.857  0.46
H  4.949  2.873  4.228  0.30
H  1.359  3.335  5.063  0.21
H  0.846  3.814  3.458  0.30
H  1.814  4.939  4.440  0.53
H  4.256  3.604  1.925  0.33
H  3.445  5.070  2.505  0.45
H  2.549  3.860  1.560  0.33
O  -5.660  1.976  -2.976  -0.71
C  -4.666  1.312  -2.674  0.32
C  -4.633  0.072  -1.853  0.38
O  -5.597  -0.667  -1.593  -0.81
C  -3.247  -0.102  -1.443  -0.25
C  -2.439  0.933  -2.026  0.77
O  -1.226  1.157  -1.743  -0.67
C  -3.252  1.621  -3.030  0.16
O  -2.848  2.269  -4.004  -0.76
O  -2.772  -1.028  -0.702  -0.33
N  -0.053  -2.818  -1.680  -0.41
C  -0.979  -3.181  -2.264  0.12
N  -1.992  -3.665  -2.927  0.27
C  -2.971  -2.778  -3.521  0.32
C  -2.594  -2.484  -4.974  -0.20
C  -2.424  -3.788  -5.756  -0.87
C  -1.408  -4.698  -5.065  -0.50
C  -1.828  -4.926  -3.610  -0.84
H  -3.017  -1.857  -2.941  -0.81
H  -3.951  -3.266  -3.468  0.31
H  -1.658  -1.920  -4.993  0.01
H  -3.371  -1.865  -5.424  0.47
H  -2.097  -3.568  -6.776  0.37
H  -3.385  -4.305  -5.809  0.34
H  -0.425  -4.222  -5.084  0.23
H  -1.335  -5.660  -5.581  0.38
H  -1.086  -5.523  -3.077  0.44
H  -2.789  -5.452  -3.578  0.38
C  -3.029  -1.510  2.238  -1.15
N  -2.818  -2.665  1.396  0.12
C  -2.034  -3.694  1.717  0.19
S  -1.908  -5.032  0.734  -0.47
N  -1.451  -3.666  2.949  -0.07
C  -0.584  -4.736  3.368  -1.07
H  -3.892  -0.979  1.845  0.28
H  -2.183  -0.810  2.229  0.28
H  -3.240  -1.825  3.263  0.48
H  -3.023  -2.485  0.412  0.09
H  -1.204  -2.746  3.287  0.34
H  0.176  -4.963  2.612  0.32
H  -1.173  -5.643  3.522  0.34
H  -0.113  -4.459  4.310  0.37
C  0.839  0.001  -3.536  -0.47
N  1.772  0.402  -4.594  0.02
C  2.286  1.725  -4.256  -0.71
N  2.965  1.741  -2.965  0.03
C  1.998  1.309  -1.949  -0.67
N  1.493  -0.027  -2.234  1.28
C  2.598  -0.964  -2.288  -0.60
N  3.581  -0.586  -3.313  0.06
C  2.884  -0.534  -4.596  -0.73
C  4.044  0.766  -3.007  -0.83
H  0.460  -1.001  -3.755  -0.12
H  0.006  0.705  -3.498  0.13
H  1.453  2.430  -4.227  0.39
H  2.998  2.034  -5.030  0.37
H  1.151  1.997  -1.932  0.22
H  2.488  1.313  -0.971  0.05
H  2.210  -1.960  -2.516  0.06
H  3.103  -0.996  -1.319  0.09
H  2.504  -1.534  -4.828  0.35
H  3.603  -0.239  -5.372  0.36
H  4.765  1.070  -3.776  0.34
H  4.549  0.753  -2.036  0.37

## Properties
Net charge: -2

No. 4
Formula: C32H58BN5O2P3RuS2
Source: the OMol25 dataset
Level of theory: ωB97M-V/def2-TZVPD

Last column: Mulliken spin population.
Positions of all 104 atoms, in Å:
Ru  -0.038  0.487  0.349  0.92
C  -1.283  0.286  -4.782  0.00
C  -0.286  0.570  -3.642  0.00
C  0.677  -0.626  -3.636  -0.01
C  0.504  1.833  -3.986  0.00
P  -1.092  0.729  -1.919  -0.12
C  -2.240  -0.738  -2.012  -0.01
N  -2.393  -1.239  -0.673  0.08
B  -1.452  -0.958  0.380  -0.07
N  -1.910  -1.731  1.496  0.08
C  -1.274  -1.716  2.783  -0.01
P  -0.223  -0.166  2.827  -0.08
C  1.314  -0.672  3.741  0.00
C  2.303  0.494  3.629  0.00
C  1.127  -1.018  5.220  0.00
C  1.861  -1.920  3.041  0.00
C  -1.330  0.944  3.887  0.02
C  -2.643  1.090  3.096  0.01
C  -0.672  2.297  4.161  0.00
C  -1.735  0.377  5.261  0.00
C  -3.087  -2.374  1.160  0.01
C  -3.922  -3.188  1.907  0.01
C  -5.067  -3.684  1.293  0.01
C  -5.358  -3.390  -0.035  0.01
C  -4.518  -2.586  -0.797  0.01
C  -3.386  -2.070  -0.189  0.00
C  -2.301  2.186  -1.977  0.02
C  -3.283  1.977  -0.811  0.01
C  -1.551  3.524  -1.884  0.01
C  -3.187  2.299  -3.230  0.00
H  -0.692  0.111  -5.684  0.00
H  -1.963  1.103  -5.001  0.00
H  -1.870  -0.618  -4.614  0.00
H  1.097  -0.724  -4.640  0.00
H  0.172  -1.568  -3.406  0.00
H  1.497  -0.496  -2.936  0.00
H  1.141  1.630  -4.850  0.00
H  1.148  2.145  -3.161  0.00
H  -0.148  2.661  -4.252  0.00
H  -1.771  -1.493  -2.650  0.00
H  -3.196  -0.476  -2.470  0.00
H  -0.643  -2.592  2.921  0.00
H  -2.020  -1.726  3.576  0.00
H  1.920  1.389  4.120  0.00
H  2.529  0.734  2.593  0.00
H  3.248  0.219  4.111  0.00
H  0.924  -0.135  5.823  0.00
H  2.059  -1.453  5.587  0.00
H  0.334  -1.749  5.387  0.00
H  1.859  -1.827  1.952  0.00
H  1.307  -2.812  3.331  0.00
H  2.897  -2.066  3.341  0.00
H  -2.499  1.399  2.067  0.01
H  -3.267  1.841  3.585  0.00
H  -3.200  0.152  3.084  0.00
H  -0.287  2.788  3.272  0.00
H  0.150  2.187  4.869  0.00
H  -1.411  2.961  4.616  0.00
H  -2.045  -0.666  5.240  0.00
H  -2.592  0.955  5.616  0.00
H  -0.949  0.481  6.002  0.00
H  -3.693  -3.438  2.935  0.00
H  -5.738  -4.318  1.857  0.00
H  -6.253  -3.799  -0.486  0.00
H  -4.743  -2.372  -1.834  0.00
H  -2.805  1.724  0.132  -0.01
H  -3.984  1.171  -1.040  0.00
H  -3.863  2.893  -0.672  0.00
H  -0.781  3.554  -1.114  0.00
H  -2.272  4.316  -1.685  0.00
H  -1.068  3.756  -2.828  0.00
H  -3.716  1.378  -3.481  0.00
H  -2.631  2.641  -4.101  0.00
H  -3.943  3.059  -3.019  0.00
C  4.050  1.101  -3.096  0.01
C  5.125  1.311  -2.050  0.00
C  6.442  0.647  -2.408  0.00
O  4.716  0.920  -0.721  0.00
P  4.032  -0.388  -0.147  -0.01
S  4.728  -0.751  1.601  0.00
S  1.985  -0.093  -0.638  0.15
O  4.443  -1.456  -1.270  0.01
C  4.110  -2.856  -1.397  0.00
C  3.123  -3.013  -2.538  0.00
C  3.603  -3.497  -0.121  0.00
H  4.395  1.528  -4.039  0.00
H  3.127  1.598  -2.802  0.00
H  3.842  0.041  -3.251  0.00
H  5.292  2.384  -1.932  0.00
H  6.302  -0.409  -2.630  0.00
H  7.150  0.741  -1.585  0.00
H  6.867  1.137  -3.286  0.00
H  5.065  -3.312  -1.671  0.00
H  2.135  -2.658  -2.241  0.00
H  3.046  -4.066  -2.814  0.00
H  3.452  -2.451  -3.413  0.00
H  2.668  -3.036  0.207  0.00
H  4.326  -3.424  0.688  0.00
H  3.406  -4.551  -0.328  0.00
N  -0.522  2.346  0.883  -0.01
C  -1.194  3.242  1.239  -0.02
N  -1.835  4.217  1.739  0.00
C  -2.517  5.036  0.942  0.00
N  -3.155  5.775  0.324  0.00

## Properties
<S²>: 0.759
Multiplicity: 2

Number 1: total energy -73969.352 eV. Number 2: total energy -62492.808 eV. Number 3: total energy -96659.692 eV. Number 4: total energy -98471.163 eV.